No. 1
Entry from OMol25: a 14-piece molecular cluster, C14H56N16O14 overall (ωB97M-V/def2-TZVPD).

Computed properties:
Total charge: 0
M, g mol⁻¹: 672.700
F_max, eV Å⁻¹: 10.43
HOMO, eV: -7.966
Kohn-Sham gap, eV: 7.31
2S+1: 1
Energy relative to the best compared isomer or geometry (same formula, charge and spin), kJ/mol: 1409.8

Cartesian coordinates (Å):
O -13.1967 13.8594 -0.5091
O -7.2702 20.7420 3.6210
O -3.7001 18.1106 -1.4764
O -9.4943 16.3578 -0.2207
O -6.5918 17.1130 3.8400
O -5.2860 13.4586 0.0677
O -10.5601 19.0501 0.2095
O -12.0779 16.9267 -1.0877
O -7.5966 20.4286 -3.6912
O -8.5160 13.4858 -2.3843
O -8.3927 16.8712 -3.2518
O -9.6836 11.8334 2.1446
O -10.4216 19.8566 4.6406
O -11.0456 16.7063 1.9083
N -13.6305 18.1486 -2.2794
N -12.6112 15.0388 2.3834
N -5.8536 18.7294 2.2482
N -5.7236 16.9073 -1.2929
N -9.5440 19.4951 -2.6328
N -7.3428 16.0127 0.6754
N -7.4960 12.0419 -0.7572
N -5.2613 16.5837 2.0395
N -8.7137 13.7189 -0.0385
N -7.5643 19.2425 -1.6992
N -14.2488 16.2014 -1.5213
N -7.4833 11.1337 1.7373
N -10.5796 14.4247 1.9470
N -7.7328 13.1312 2.3548
N -3.9535 16.3336 -0.1641
N -8.1299 18.0657 0.6521
C -8.2343 19.7646 -2.6428
C -11.2344 19.6831 1.2039
C -5.8217 17.5004 2.7601
C -8.3564 16.8205 0.3900
C -4.4534 17.1717 -1.0246
C -9.6326 16.1375 -3.3225
C -13.3906 17.1158 -1.5535
C -8.3401 11.9480 2.2567
C -4.1052 12.9623 -0.4108
C -8.3000 13.0426 -1.0506
C -11.3927 15.3869 2.0752
C -12.0121 13.6585 -1.1560
C -9.6646 18.7274 4.2553
C -7.6809 21.4795 2.5507
H -4.9258 19.0972 1.8348
H -3.5323 13.8220 -0.7065
H -9.2412 14.5376 -0.2579
H -6.4562 16.3711 1.1915
H -6.0411 12.8759 -0.1299
H -3.6553 12.1098 0.2031
H -6.9140 11.5552 -1.4633
H -7.3361 18.3176 1.2569
H -7.8124 10.1685 1.8734
H -10.6923 20.2507 1.9093
H -6.3428 19.4837 2.7258
H -11.3144 19.7064 4.3209
H -10.4714 16.7817 -3.2401
H -4.6415 16.7415 1.1825
H -7.5077 20.9478 1.5038
H -5.1117 15.6862 2.5105
H -2.9385 16.4175 -0.1030
H -11.1756 14.0927 -0.6184
H -13.0463 14.0985 2.3653
H -10.0083 18.9159 -1.9222
H -9.7967 15.4502 -4.1253
H -8.8529 18.5876 4.9161
H -11.9864 20.3513 0.7786
H -9.9444 15.4907 -2.4736
H -12.9582 13.7569 0.3864
H -4.3152 12.4043 -1.3124
H -4.3588 15.4672 -0.0915
H -13.1874 15.8700 2.3626
H -9.3065 18.9180 3.2064
H -7.8312 18.7267 -0.7725
H -13.9101 15.2422 -1.1582
H -6.6676 19.7543 -1.5864
H -10.8531 18.1016 0.3318
H -6.1749 17.8166 -1.6224
H -12.0302 14.0080 -2.2153
H -10.8238 13.4852 2.0855
H -10.1695 19.9733 -3.3529
H -10.3340 17.8736 4.4156
H -13.1787 19.0669 -2.0093
H -6.7452 13.4147 2.2053
H -8.4364 13.4127 0.9439
H -6.5211 11.1056 2.1069
H -7.4370 21.1302 4.4155
H -6.3393 16.4362 -0.6627
H -15.2022 16.2659 -1.7457
H -11.7181 12.6330 -1.0347
H -8.8270 18.7303 0.6431
H -7.3175 22.5432 2.3927
H -7.4496 15.0469 0.3752
H -14.5957 18.3200 -2.6200
H -8.7087 21.7791 2.6091
H -7.5500 11.5654 0.2336
H -11.8627 18.9425 1.7044
H -8.5638 17.6448 -2.6994
H -8.3103 13.8214 2.8799
H -9.8447 14.5085 1.2741

***

No. 2
Entry from OMol25: a 14-piece molecular cluster, C14H56N28O14 overall (ωB97M-V/def2-TZVPD).

Computed properties:
Total charge: 0
M, g mol⁻¹: 840.784
F_max, eV Å⁻¹: 7.70
HOMO, eV: -8.368
Kohn-Sham gap, eV: 8.39
2S+1: 1
Energy relative to the best compared isomer or geometry (same formula, charge and spin), kJ/mol: 742.5

Cartesian coordinates (Å):
O 0.2795 0.9154 0.1332
O -3.6568 1.1558 0.4422
O 0.4689 5.0156 0.8793
O -5.3601 0.6551 -5.2904
O 0.6243 -4.0270 -1.6963
O 3.0342 -4.7287 2.8027
O 3.0688 2.6055 -2.5241
O 0.7484 -1.7869 2.8201
O -3.8525 -0.4118 4.3467
O 3.4183 -1.9315 -0.9496
O 4.2627 4.1332 0.7846
O -1.3612 1.8205 -3.3841
O -2.4425 -3.2793 0.3256
O 0.6594 2.1474 4.5233
N -0.4595 -1.1166 0.4057
N 1.0379 4.1332 3.5215
N -2.3114 2.9430 -5.0862
N 4.6719 1.1670 -2.4682
N -2.5434 -0.4189 2.5678
N 1.3557 6.1880 -0.9005
N 2.2071 -6.1777 1.2156
N -2.7069 -4.7755 2.0199
N 0.7976 -1.0732 4.9788
N -0.0344 -3.1095 -3.7039
N -1.2469 0.1629 -1.1439
N 1.7304 -2.9608 4.4629
N 2.7284 2.4789 1.1877
N -0.1284 2.6106 2.4890
N -2.2441 2.9195 0.0528
N -4.5429 0.8558 -3.1981
N -6.5147 1.5775 -3.6362
N 2.1434 -4.0857 0.8264
N 0.8786 4.0994 -1.0822
N 5.1174 -1.3694 0.4024
N -2.0589 -1.5526 4.2647
N -1.2310 1.1605 -5.5373
N -4.3148 3.3118 0.4054
N 4.7268 1.9530 0.4936
N -0.9290 -4.7906 0.8476
N 2.5652 0.4237 -2.3873
N 3.0490 -0.7109 0.8523
N -1.4717 -4.1186 -2.4313
C 1.0081 -1.9046 4.0223
C -0.2173 -3.7355 -2.5609
C -2.8303 -0.6085 3.7972
C 3.8776 -1.4192 0.0768
C -0.4198 0.0077 -0.2018
C -5.4677 0.9561 -4.1228
C -1.5674 1.9859 -4.6028
C -3.4208 2.3678 0.2421
C 3.4002 1.4452 -2.5117
C 2.5453 -4.9868 1.6975
C 0.9086 5.0649 -0.2982
C 0.5489 2.9088 3.5734
C 3.9242 2.9434 0.8442
C -2.0565 -4.1850 1.0313
H -3.6846 -4.5970 2.1999
H 0.9238 4.6652 2.6706
H 2.0526 -0.7940 0.7095
H -2.0961 -5.4964 2.3770
H 2.1508 -3.1692 1.2507
H 1.9872 3.1550 1.0705
H -1.6282 2.1356 -0.1096
H 0.0827 -1.4532 1.1885
H -2.0653 3.8865 -0.1775
H -0.3345 -4.2708 0.2180
H 1.4640 4.4980 4.3614
H 4.4683 0.9770 0.5172
H 4.9635 0.2014 -2.5192
H 0.8710 -2.6977 -3.8793
H -0.0820 3.3247 1.7763
H 1.2532 7.1007 -0.4804
H 1.4755 3.9955 -1.8903
H 2.0897 -3.6267 3.7940
H 0.4797 3.2053 -0.8339
H -1.8182 -4.2661 -1.4941
H -0.9499 -2.9456 -4.0975
H -0.6011 1.7181 2.5038
H -4.7598 1.2121 -2.2782
H 2.1398 -6.3650 0.2254
H 1.5350 6.2036 -1.8943
H 1.0025 -1.3138 5.9381
H -7.3808 1.6984 -4.1416
H -1.4037 1.5150 -6.4671
H -3.5896 0.7745 -3.5218
H -1.6942 -0.7694 2.1481
H 2.5444 -6.9782 1.7309
H -1.0604 -1.8406 0.0384
H -2.5025 -2.0831 5.0008
H -2.4596 2.9515 -6.0852
H -0.4711 -5.4549 1.4552
H 0.1818 -0.2894 4.8163
H 2.9369 -0.4722 -2.1054
H -1.9440 -0.5661 -1.1961
H -1.4042 -1.9531 3.6081
H -2.1610 -4.0325 -3.1644
H -5.1910 2.9033 0.1127
H 2.1066 -2.7325 5.3720
H -4.0663 4.2684 0.1972
H 5.5908 2.3398 0.1413
H -1.3306 1.0433 -1.6317
H 5.2361 1.9534 -2.7570
H 1.7212 -4.4156 -0.0298
H 1.5978 0.7122 -2.4207
H 5.7357 -2.0448 -0.0239
H -6.6634 1.6878 -2.6433
H 5.2495 -1.1269 1.3739
H -0.7338 0.3144 -5.2985
H 2.5688 1.4844 1.2625
H 3.3405 -0.6434 1.8169
H -2.7094 3.6456 -4.4794
H -3.3596 -0.0202 2.1263

***

No. 3
Entry from OMol25: a 30-piece molecular cluster, C14H68BrClNO30PS overall (ωB97M-V/def2-TZVPD).

Computed properties:
Total charge: 0
M, g mol⁻¹: 909.073
F_max, eV Å⁻¹: 1.76
HOMO, eV: -8.498
Kohn-Sham gap, eV: 8.13
2S+1: 1

Cartesian coordinates (Å):
Br 0.8227 -0.3974 6.8151
Cl 2.2354 4.1228 -1.3216
S -0.7484 0.8740 1.8360
P -0.3158 0.2441 4.9649
O 3.0879 0.7808 2.1290
O -6.2150 -1.1860 0.2207
O -6.5810 3.0032 -0.7530
O -4.2136 0.0364 2.1993
O 0.0279 6.2321 -2.7305
O -2.0042 2.9874 6.1008
O 4.7984 2.9854 -3.4608
O 5.2195 -3.2251 -0.3495
O -2.7005 -4.3649 0.6769
O -2.6514 5.9846 6.6814
O -6.5799 -5.9134 3.7163
O -0.5843 -3.1556 -4.8921
O -1.8128 -3.2232 5.1404
O 4.4399 -2.1815 1.9731
O -5.8522 0.5784 -2.2848
O -5.1360 -3.3287 2.6237
O 3.3364 -1.8010 -2.7522
O 4.6780 -2.6663 -5.5455
O 7.1532 -3.2534 -6.1619
O -0.4514 7.5216 0.2138
O 8.1193 -5.4963 -10.4032
O 0.4174 1.6484 4.5396
O 1.2596 -0.6419 -4.7472
O -1.8058 9.6361 -1.3838
O -1.1367 3.3883 9.3326
O 6.0256 0.3532 -5.0771
O 5.9049 -5.8691 -7.8032
O -3.1582 6.3671 -0.5196
O -0.1055 7.7358 3.4588
O -8.3114 -3.8737 2.5119
N 0.0007 -1.2584 -0.0482
C 0.2676 1.1425 0.3981
C 1.8524 1.4385 -1.7620
C 0.8829 -3.1551 3.0293
C 1.0564 -3.8947 0.6413
C 0.6871 -2.8681 1.6804
C 1.3349 0.2038 -1.4740
C 0.7663 2.3875 0.1065
C 0.1587 -4.2910 -0.2968
C 0.6102 -2.2800 4.0471
C 0.5294 0.0218 -0.3650
C 0.1869 -1.6114 1.3157
C 0.0932 -1.0335 3.6958
C -0.1100 -0.7253 2.3620
C 1.5737 2.5378 -0.9925
H 0.5378 -1.9077 -0.6191
H -2.3212 -3.2496 4.3210
H -2.4622 2.1687 5.8726
H -2.1775 5.5407 5.9682
H 3.2223 -1.9809 -3.6931
H -6.1309 -0.1706 -1.7395
H -2.1101 -3.9991 5.6273
H 1.5903 -0.6196 -2.1626
H -3.3862 5.4338 -0.4660
H -5.7239 -0.4510 0.6245
H 2.1243 0.7299 2.1047
H -2.5274 3.3571 6.8224
H 0.2732 -3.0856 -4.4562
H -0.6628 2.9405 8.6232
H -6.8564 -6.7948 3.4443
H 4.5326 -3.4316 0.2865
H 4.9813 -5.6034 -7.7492
H 0.7833 -2.4827 5.0965
H 4.2106 3.1013 -2.7049
H -2.4076 -3.6035 1.1930
H 5.4976 0.7794 -4.3907
H 1.2960 -4.1327 3.2719
H -3.2557 0.0295 2.2612
H -6.9848 3.7281 -1.2392
H -6.1075 2.4957 -1.4280
H 0.8408 5.7609 -2.5064
H 1.4105 0.2355 -4.3803
H 6.3842 -5.1453 -7.3845
H 0.0329 7.0292 -0.4578
H -7.2878 -5.6175 4.3021
H 8.4730 -4.6522 -10.1081
H -4.4916 -0.6559 2.8133
H -0.0922 6.0581 -3.6689
H 4.5381 3.6802 -4.0737
H 5.5759 -0.4818 -5.2500
H 0.2981 -0.7226 -4.7726
H 5.1700 -3.1606 -6.2157
H -0.0141 2.3692 5.0280
H 4.9062 -1.4499 2.3915
H -8.2314 -4.0229 1.5646
H -0.8450 -4.6091 0.0279
H 3.5141 -1.9089 2.0044
H 3.2662 1.6412 2.5221
H -0.8026 -4.0909 -4.8360
H -5.4092 -4.1414 3.0687
H -5.4760 -3.4253 1.7222
H -0.8446 8.2597 -0.2764
H 5.5650 -2.3833 -0.0451
H 2.5167 1.5932 -2.6138
H -6.3794 0.4966 -3.0858
H -1.5822 9.7176 -2.3161
H -1.5278 4.1597 8.9067
H 0.4970 3.2048 0.7737
H 7.4013 -2.5166 -5.5912
H 7.9911 -3.6748 -6.3834
H 4.1517 -2.2661 -2.5203
H 7.4437 -5.7140 -9.7503
H -2.2940 6.4305 -0.0872
H 0.3782 -4.3187 -1.3670
H -3.6464 -4.2245 0.5722
H -0.2216 7.5663 2.5149
H -3.0415 6.7556 6.2580
H -2.7563 9.7853 -1.3514
H 0.7045 7.2698 3.6849
H 2.0601 -4.3327 0.6642
H -7.4887 -4.2209 2.8746
H 4.2827 -1.9357 -6.0363
H -7.1377 -0.9158 0.2902

***

No. 4
Entry from OMol25: C14H6Cl5N7PtS2 as an isolated structure (ωB97M-V/def2-TZVPD).

Computed properties:
Total charge: 0
M, g mol⁻¹: 708.728
F_max, eV Å⁻¹: 1.02
HOMO, eV: -8.666
Kohn-Sham gap, eV: 8.40
2S+1: 1
Energy relative to the best compared isomer or geometry (same formula, charge and spin), kJ/mol: 25.0

Cartesian coordinates (Å):
Pt -0.5101 0.2494 -0.1612
Cl 5.7351 2.2852 -0.3908
Cl 3.5386 3.6042 -2.1526
Cl 5.0162 -0.1381 1.4255
Cl 2.0939 -1.1799 1.5443
Cl 0.6272 2.5098 -2.0941
S -5.0922 -0.1335 0.1568
S -0.2947 -3.9497 -1.8587
N -3.4493 2.0200 0.4536
N -2.5917 -0.0687 -0.2073
N 0.8291 1.8479 3.2828
N 0.7235 0.5434 5.3949
N 1.5466 -1.9711 -1.8352
N -0.6306 1.5914 1.3477
N -0.6419 -1.5115 -1.1599
C -4.2874 -1.6064 -0.2922
C 3.1343 2.2808 -1.1305
C 3.8028 0.6034 0.4602
C 0.0778 1.6419 2.2981
C 0.7352 1.1312 4.4016
C 1.4603 0.7282 -0.2498
C 1.8312 1.7996 -1.0713
C 4.1245 1.6848 -0.3515
C 0.2822 -2.3282 -1.6047
C -1.8699 -3.4657 -1.3254
C 2.4863 0.1425 0.4926
C -1.8673 -2.1685 -0.9747
C -3.5711 0.7228 0.1294
C -2.9771 -1.3550 -0.4791
H -4.8320 -2.5208 -0.4493
H -2.6884 -4.1634 -1.2962
H 2.1990 -2.5985 -2.2658
H -2.5197 2.3156 0.7426
H -4.2216 2.4597 0.9232
H 1.8013 -1.0027 -1.7030

***

No. 5
Entry from OMol25: a 28-piece molecular cluster, C14H70N2O30 overall (ωB97M-V/def2-TZVPD).

Computed properties:
Total charge: 0
M, g mol⁻¹: 746.698
F_max, eV Å⁻¹: 2.59
HOMO, eV: -9.359
Kohn-Sham gap, eV: 9.13
2S+1: 1
Energy relative to the best compared isomer or geometry (same formula, charge and spin), kJ/mol: 0.0

Cartesian coordinates (Å):
O 1.8977 -3.4838 2.0986
O 7.2979 6.4865 7.5378
O -4.3009 3.5115 -3.2770
O 0.4756 3.2999 2.0845
O 6.1037 0.3242 -1.5944
O -6.2077 0.0776 4.4870
O 5.6246 4.0369 3.3240
O -4.0283 -3.7443 0.8517
O 10.0082 5.6327 3.7696
O -10.6301 -0.3093 -5.6399
O -7.7386 -4.9475 0.1403
O 4.3627 -3.3081 -1.9417
O -10.6514 -1.9162 -8.0427
O -6.5518 -4.2130 2.6479
O 7.2542 6.9611 4.2255
O -4.1892 0.6221 -2.3367
O -8.0157 -1.3985 -4.4001
O 8.0292 1.7890 2.3563
O 0.0750 -1.4138 -4.1299
O -1.1125 1.0257 -3.3741
O -3.4196 -1.0481 2.9928
O 7.9121 -1.0442 -3.8559
O -7.2487 -2.2714 -1.5214
O -5.7520 -5.0934 -4.3387
O 7.9388 5.2043 2.2613
O 3.8848 1.4309 2.9681
O -0.6813 -3.3592 3.6835
O -4.9014 -2.3132 -3.8638
O 2.3345 -0.9161 4.1435
O -3.9271 2.8259 0.5446
N 2.7479 0.7490 1.1494
N -4.1710 0.8626 1.8267
C -3.5414 1.7336 0.8779
C 1.9950 -1.3435 -1.3240
C 3.8954 0.7616 1.9314
C -0.1206 -0.6291 0.0125
C -2.2957 1.0295 0.3914
C -2.1374 -0.1216 1.1574
C -1.3609 1.3697 -0.6377
C 5.1477 -0.0341 1.6230
C 1.0817 -1.5726 -0.0983
C -0.2911 0.5014 -0.7811
C -1.0650 -0.9545 0.9722
C 2.9948 0.8462 -0.3336
C 3.2632 -0.4923 -1.0260
C -3.2936 -0.2198 2.1258
H -4.9738 4.0577 -3.6961
H -9.7537 -1.9458 -8.3898
H -0.3893 -2.7273 4.3498
H 3.7201 -0.2603 -1.9945
H -1.3133 0.0818 -3.3146
H -0.1300 -3.1642 2.9159
H 0.7279 -2.6067 -0.0302
H 4.8773 -1.0995 1.6424
H 8.4856 4.5717 1.7826
H 8.4353 -0.8216 -4.6322
H 1.4040 -0.9821 -2.1694
H -3.8221 4.1220 -2.7064
H 7.6744 6.4124 4.8993
H 5.1199 -3.6199 -1.4344
H 5.9144 0.1712 2.3690
H 2.2886 1.6299 1.3821
H 6.2419 -0.3194 -2.3006
H 10.4170 6.2240 4.4095
H 7.3948 2.3429 1.8886
H -3.7040 1.2191 -1.7613
H 6.0363 3.4955 4.0083
H 8.5509 -1.4219 -3.2424
H 5.4826 0.1803 0.6024
H 6.6674 7.0450 7.0690
H 7.7027 7.0767 8.1806
H -4.5685 -2.7889 -3.0934
H -9.8377 -0.5896 -5.1669
H -7.4738 -5.8296 -0.1373
H 3.9766 -1.1312 -0.5039
H -4.7022 -1.3963 -3.6509
H -10.6604 -0.8786 -6.4232
H 6.2529 1.1735 -2.0220
H 2.2149 -4.3110 1.7207
H 0.4218 0.7485 -1.5561
H -4.8625 1.1653 -2.7601
H 0.1615 -2.0575 -4.8407
H 0.6327 4.1983 2.3925
H -5.6139 0.2695 3.7532
H 0.2162 -0.5618 -4.5605
H -7.4534 -3.1964 -1.3332
H -3.7071 -4.2967 1.5741
H 1.6847 -1.4235 0.8048
H -11.2076 -1.8716 -8.8267
H 4.4344 -3.7858 -2.7750
H -1.6156 1.3244 -4.1404
H -5.5367 -4.1719 -4.1417
H 4.8854 3.4960 3.0159
H 8.4435 2.3866 2.9903
H -5.9799 -3.9893 1.9021
H 3.0029 -1.1252 4.8028
H -3.8680 -2.8446 1.1601
H -4.9584 0.4289 1.3344
H 2.3487 -2.3314 -1.6317
H 9.3672 6.1829 3.2992
H 3.9119 1.4475 -0.4610
H -7.8184 -5.0132 1.0992
H -6.2950 -3.5950 3.3383
H -7.1209 -1.5113 -4.0602
H 1.7687 -3.6887 3.0330
H 2.1905 1.4339 -0.7750
H -8.1016 -2.0912 -5.0642
H -7.7807 -2.0610 -2.2995
H 2.7832 -0.3054 3.5410
H -1.4871 2.2612 -1.2370
H -5.4254 -5.5838 -3.5787
H 6.5240 6.4209 3.9061
H 7.1687 4.6891 2.5516
H 0.7271 2.7480 2.8345
H -5.8174 -0.6969 4.9023
H -0.9720 -1.8431 1.5875

***

Copy entry 4 word for word.
Entry from OMol25: C14H6Cl5N7PtS2 as an isolated structure (ωB97M-V/def2-TZVPD).

Computed properties:
Total charge: 0
M, g mol⁻¹: 708.728
F_max, eV Å⁻¹: 1.02
HOMO, eV: -8.666
Kohn-Sham gap, eV: 8.40
2S+1: 1
Energy relative to the best compared isomer or geometry (same formula, charge and spin), kJ/mol: 25.0

Cartesian coordinates (Å):
Pt -0.5101 0.2494 -0.1612
Cl 5.7351 2.2852 -0.3908
Cl 3.5386 3.6042 -2.1526
Cl 5.0162 -0.1381 1.4255
Cl 2.0939 -1.1799 1.5443
Cl 0.6272 2.5098 -2.0941
S -5.0922 -0.1335 0.1568
S -0.2947 -3.9497 -1.8587
N -3.4493 2.0200 0.4536
N -2.5917 -0.0687 -0.2073
N 0.8291 1.8479 3.2828
N 0.7235 0.5434 5.3949
N 1.5466 -1.9711 -1.8352
N -0.6306 1.5914 1.3477
N -0.6419 -1.5115 -1.1599
C -4.2874 -1.6064 -0.2922
C 3.1343 2.2808 -1.1305
C 3.8028 0.6034 0.4602
C 0.0778 1.6419 2.2981
C 0.7352 1.1312 4.4016
C 1.4603 0.7282 -0.2498
C 1.8312 1.7996 -1.0713
C 4.1245 1.6848 -0.3515
C 0.2822 -2.3282 -1.6047
C -1.8699 -3.4657 -1.3254
C 2.4863 0.1425 0.4926
C -1.8673 -2.1685 -0.9747
C -3.5711 0.7228 0.1294
C -2.9771 -1.3550 -0.4791
H -4.8320 -2.5208 -0.4493
H -2.6884 -4.1634 -1.2962
H 2.1990 -2.5985 -2.2658
H -2.5197 2.3156 0.7426
H -4.2216 2.4597 0.9232
H 1.8013 -1.0027 -1.7030